{"formula": "C43H43CsN12O2", "method": "wB97M-V/def2-TZVPD", "e_homo_ev": -1.72, "e_lumo_ha": 0.1361, "total_charge": -2, "de_lowest_kcal_mol": 23.2, "homo_lumo_gap_ev": 5.42, "multiplicity": 1, "symbols": ["Cs", "O", "C", "N", "C", "C", "C", "C", "C", "C", "N", "C", "O", "C", "C", "C", "C", "C", "N", "C", "C", "C", "C", "C", "N", "H", "H", "H", "H", "H", "H", "H", "H", "H", "H", "H", "H", "C", "C", "C", "C", "C", "N", "C", "C", "C", "C", "C", "C", "C", "N", "C", "C", "C", "N", "C", "C", "N", "C", "C", "C", "N", "H", "H", "H", "H", "H", "H", "H", "H", "H", "H", "H", "H", "H", "H", "H", "H", "H", "H", "C", "N", "C", "C", "N", "N", "C", "C", "H", "H", "H", "H", "H", "H", "H", "H", "H", "H", "H", "H", "H"], "coordinates": [[-0.66, -1.37, -0.08], [-1.51, -2.34, -4.09], [-0.48, -2.16, -3.40], [0.12, -2.88, -2.47], [-0.44, -4.07, -1.98], [-1.37, -4.83, -2.72], [-1.91, -6.01, -2.25], [-1.55, -6.49, -1.00], [-0.63, -5.77, -0.25], [-0.04, -4.58, -0.70], [0.99, -4.03, 0.09], [0.72, -3.68, 1.33], [-0.40, -3.52, 1.90], [1.91, -3.26, 2.16], [2.13, -3.90, 3.39], [3.19, -3.49, 4.17], [3.99, -2.44, 3.72], [3.67, -1.85, 2.51], [2.67, -2.26, 1.73], [0.22, -0.84, -3.69], [0.98, -0.71, -4.85], [1.50, 0.53, -5.17], [1.26, 1.60, -4.32], [0.51, 1.37, -3.18], [0.00, 0.18, -2.86], [-1.66, -4.45, -3.68], [-2.63, -6.55, -2.86], [-1.97, -7.40, -0.60], [-0.33, -6.13, 0.72], [1.46, -4.68, 3.70], [3.40, -3.98, 5.12], [4.82, -2.07, 4.31], [4.25, -1.01, 2.14], [1.13, -1.57, -5.49], [2.09, 0.67, -6.07], [1.64, 2.59, -4.54], [0.31, 2.18, -2.48], [-1.31, 2.13, 7.35], [-1.67, 2.31, 5.89], [-2.97, 2.63, 5.48], [-3.31, 2.75, 4.14], [-2.36, 2.53, 3.09], [-2.64, 2.54, 1.79], [-3.74, 3.15, 1.28], [-4.12, 4.48, 1.61], [-5.14, 5.14, 0.97], [-5.88, 4.53, -0.05], [-6.97, 5.25, -0.79], [-5.56, 3.21, -0.36], [-4.54, 2.54, 0.29], [-4.31, 1.17, -0.04], [-4.11, 0.16, 0.82], [-4.07, -1.00, 0.08], [-4.23, -0.56, -1.26], [-4.39, 0.75, -1.32], [-1.05, 2.24, 3.55], [-0.73, 2.12, 4.89], [0.01, 2.10, 2.59], [0.92, 3.05, 2.30], [1.77, 2.51, 1.36], [1.26, 1.22, 1.14], [0.19, 0.98, 1.88], [-2.04, 2.63, 7.99], [-0.33, 2.54, 7.56], [-1.30, 1.07, 7.63], [-3.73, 2.79, 6.23], [-4.33, 2.99, 3.87], [-3.54, 4.98, 2.38], [-5.38, 6.16, 1.25], [-7.31, 6.13, -0.24], [-7.83, 4.60, -0.96], [-6.62, 5.59, -1.77], [-6.11, 2.68, -1.12], [-3.99, 0.34, 1.87], [-3.89, -2.00, 0.43], [-4.19, -1.14, -2.16], [0.29, 1.87, 5.15], [0.89, 4.01, 2.78], [2.62, 2.98, 0.90], [1.68, 0.48, 0.47], [3.34, -2.28, -1.66], [4.32, -1.46, -2.36], [5.66, -2.01, -2.31], [4.15, -0.09, -2.28], [3.28, 0.41, -1.50], [5.01, 0.64, -3.13], [5.00, 2.07, -2.98], [5.09, 0.22, -4.52], [3.49, -3.32, -1.95], [2.32, -2.01, -1.92], [3.44, -2.20, -0.58], [5.93, -2.27, -1.27], [6.39, -1.29, -2.68], [5.72, -2.92, -2.91], [3.12, 1.39, -1.67], [4.08, 2.53, -3.37], [5.85, 2.49, -3.52], [5.10, 2.33, -1.92], [4.98, -0.85, -4.60], [6.06, 0.51, -4.94], [4.31, 0.69, -5.13]]}